A structure of composition C10H13FeN3O5, computed with wB97M-V/def2-TZVPD.

Properties
lowest unoccupied orbital energy (alpha / beta): -11.366 / -14.721 eV
Kohn-Sham gap (alpha / beta): 9.3 / 5.9 eV
multiplicity: 6
total charge: +3

XYZ file:
```
32
Properties=species:S:1:pos:R:3:forces:R:3:lowdin_spin:R:1
Fe -0.045366 -0.098927 -0.031780 0.8331 5.5137 5.9049 3.2099
O 0.007072 -1.022237 -2.774860 -0.2622 2.6317 4.3374 0.0837
O 2.941652 -0.060588 -0.131003 -4.6612 0.3098 -0.7240 0.0328
O -2.998646 -0.059102 -0.077832 5.5630 0.2441 -0.5279 0.0397
O 0.000340 3.484937 -1.256452 -0.0332 -2.7592 0.9252 0.0068
O -0.003250 -2.796212 1.051167 -0.6239 4.2459 -3.2257 -0.0001
N 1.180809 -0.074426 4.135049 -0.3831 -0.0324 0.9828 0.3861
N 0.055484 0.216931 2.153454 1.2378 -0.2324 -0.1991 0.1005
N -1.206652 0.108862 4.098282 -0.4834 0.0316 0.5357 0.3844
C 2.435365 -0.183734 3.410596 0.3498 -0.0327 -0.2258 0.0449
C 1.792679 0.025749 -0.235035 9.1776 0.2674 0.7545 0.0679
C -1.836244 0.011938 -0.142694 -11.3014 0.6703 0.6313 0.0742
C -1.572079 0.119983 5.503252 0.5686 -0.1226 0.7822 0.0584
C -2.383268 0.189173 3.269660 -0.6601 0.1084 0.0402 0.0428
C -0.010616 0.080509 3.481450 0.7017 0.0690 -1.1895 0.0214
C -0.010010 2.406035 -0.898987 0.0159 2.8310 -0.8938 0.0858
C -0.047411 -0.456779 -1.764585 0.1751 -4.5269 -12.0833 0.0995
C 1.336845 -0.106562 5.566524 0.9897 -0.0197 0.9018 0.0474
C -0.099074 -1.822719 0.414867 0.7783 -9.5614 4.7165 0.0408
H -3.201638 0.254032 3.984895 -0.2772 -0.0032 -0.5877 0.0013
H -2.350389 1.082343 2.644519 0.0363 0.0113 -0.0572 0.0184
H -2.128287 1.039495 5.732111 0.0880 0.0080 -0.2112 0.0264
H -2.484797 -0.710939 2.659997 0.0292 -0.0028 -0.0237 0.0194
H 0.869290 -0.979081 6.017071 -0.1742 -0.0960 0.0108 0.0205
H 1.089204 0.189554 2.048265 -1.0384 0.3238 -0.6304 0.0045
H 2.439298 -1.061563 2.760131 -0.0359 -0.2467 0.1078 0.0200
H 1.012303 0.821664 6.032704 -0.1770 0.0860 0.0128 0.0195
H 2.598681 0.690380 2.778110 0.1197 0.3204 0.1070 0.0189
H -2.253444 -0.714029 5.716714 0.0861 -0.0057 -0.1854 0.0243
H 3.250638 -0.252813 4.130883 -0.1115 -0.0302 -0.3411 0.0002
H -0.703795 0.055421 6.132721 -0.4476 0.0317 0.1968 -0.0007
H 2.399103 -0.186994 5.771808 -0.0797 -0.0321 0.1580 0.0005
```
Positions in Å, forces in eV/Å.